# 1
{"formula": "C42H50N6O4ScSe3", "method": "the ωB97M-V functional and the def2-TZVPD basis", "symbols": ["Sc", "C", "O", "C", "C", "C", "C", "C", "C", "N", "N", "C", "C", "O", "C", "C", "C", "C", "C", "C", "C", "C", "H", "H", "H", "H", "H", "H", "H", "H", "H", "H", "H", "H", "H", "C", "Se", "C", "C", "Se", "C", "H", "H", "H", "H", "H", "H", "H", "H", "H", "H", "O", "N", "N", "O", "C", "C", "C", "C", "C", "C", "H", "H", "H", "H", "H", "C", "C", "C", "C", "N", "C", "Se", "N", "C", "C", "C", "C", "C", "C", "C", "C", "C", "C", "H", "H", "H", "H", "H", "H", "H", "H", "H", "H", "H", "H", "H", "H", "H", "H", "H", "H", "H", "H", "H", "H"], "xyz": [[0.33738, -0.59442, -0.13494], [-1.17472, -3.17462, 1.28166], [-0.93610, -1.76343, 1.43421], [-1.92426, -1.06008, 2.10332], [-2.95648, -1.66293, 2.80356], [-3.88722, -0.86343, 3.45238], [-3.78901, 0.51838, 3.40270], [-2.75307, 1.11381, 2.70360], [-1.81484, 0.32700, 2.04671], [-0.71786, 0.83500, 1.29440], [-0.53346, 2.07839, 1.46885], [0.51055, 2.73625, 0.91672], [1.63986, 2.09658, 0.35196], [1.70870, 0.81672, 0.21855], [2.76088, 2.88865, -0.04523], [2.72034, 4.23780, 0.05870], [1.58467, 4.92785, 0.58832], [1.56375, 6.33388, 0.66381], [0.47576, 6.98907, 1.17796], [-0.62379, 6.24710, 1.63352], [-0.62655, 4.87532, 1.56542], [0.48053, 4.18295, 1.04218], [-1.12909, -3.65741, 2.25887], [-0.38327, -3.55090, 0.64319], [-2.14373, -3.33324, 0.81223], [-3.04925, -2.73684, 2.85263], [-4.69548, -1.33198, 3.99727], [-4.52149, 1.13390, 3.90637], [-2.65813, 2.18844, 2.65602], [3.61562, 2.36625, -0.45224], [3.56804, 4.82837, -0.27003], [2.42356, 6.88854, 0.30790], [0.46198, 8.06898, 1.23339], [-1.48310, 6.76233, 2.04289], [-1.48250, 4.31626, 1.91533], [-2.61575, 1.80429, -1.23787], [-0.93790, 1.32146, -2.09160], [-0.29438, 3.14421, -2.41913], [0.62015, 3.16675, -3.63013], [2.11554, 1.91200, -3.46160], [1.61740, 0.74241, -4.93219], [-2.42650, 2.45056, -0.38281], [-3.08416, 0.88104, -0.90143], [-3.26164, 2.30029, -1.95715], [0.21453, 3.51376, -1.53261], [-1.18137, 3.75782, -2.58551], [1.02015, 4.16950, -3.77379], [0.08098, 2.88423, -4.53327], [1.63915, 1.29348, -5.86884], [0.63077, 0.31882, -4.75890], [2.35245, -0.05843, -4.96894], [-1.18662, -1.64754, -1.20473], [-0.90428, -2.23098, -2.31786], [0.29011, -2.03025, -2.67544], [1.10823, -1.30414, -1.95344], [0.80462, -2.65970, -3.86359], [2.17576, -2.81444, -3.96967], [2.68674, -3.41427, -5.11100], [1.83517, -3.84190, -6.11881], [0.46313, -3.67052, -5.99050], [-0.06739, -3.07348, -4.85858], [2.81903, -2.46340, -3.17615], [3.75593, -3.54486, -5.20987], [2.23988, -4.30528, -7.00842], [-0.20084, -3.99539, -6.77999], [-1.13154, -2.92352, -4.75018], [5.61604, -0.01949, 4.19036], [4.18680, -0.51687, 4.35904], [3.29457, -0.08094, 3.20360], [1.85435, -0.55481, 3.32781], [1.73709, -2.01125, 3.41692], [1.91566, -2.88625, 2.40851], [2.22797, -2.48910, 0.61239], [1.80339, -4.13505, 2.90828], [1.96577, -5.39282, 2.17825], [3.30619, -6.05456, 2.48374], [4.51096, -5.30241, 1.92255], [4.65687, -5.44736, 0.41262], [1.54530, -4.06193, 4.27212], [1.32607, -5.05221, 5.22174], [1.07443, -4.62985, 6.51364], [1.04311, -3.26979, 6.84518], [1.25641, -2.28683, 5.89685], [1.50576, -2.71176, 4.59757], [6.24810, -0.33355, 5.02055], [5.64871, 1.07038, 4.13987], [6.05650, -0.40650, 3.26950], [3.77337, -0.14765, 5.30343], [4.18849, -1.60948, 4.43157], [3.70448, -0.43199, 2.25338], [3.26873, 1.01165, 3.14367], [1.26379, -0.21427, 2.48108], [1.38772, -0.15325, 4.22731], [1.86125, -5.16386, 1.11901], [1.13635, -6.04038, 2.46790], [3.27904, -7.06506, 2.06658], [3.40340, -6.16948, 3.56605], [5.41116, -5.68265, 2.40957], [4.44757, -4.24400, 2.19616], [4.81191, -6.49302, 0.13955], [5.51011, -4.87735, 0.04484], [3.77508, -5.08559, -0.11912], [1.35402, -6.10297, 4.96860], [0.90073, -5.36546, 7.28682], [0.84833, -2.98118, 7.86888], [1.23126, -1.23962, 6.16345]], "relative_energy_kj_mol": 0.0, "e_homo_ha": -0.3710, "charge": 1}


# 2
{"formula": "C42H51N2P3Ru", "method": "the ωB97M-V functional and the def2-TZVPD basis", "symbols": ["Ru", "C", "C", "C", "P", "C", "C", "C", "C", "C", "C", "C", "C", "C", "N", "C", "C", "C", "C", "C", "C", "P", "C", "C", "C", "C", "C", "C", "H", "H", "H", "H", "H", "H", "H", "H", "H", "H", "H", "H", "H", "H", "H", "H", "H", "H", "H", "H", "H", "H", "H", "H", "H", "H", "H", "H", "H", "H", "H", "H", "H", "H", "H", "H", "N", "P", "C", "C", "C", "C", "C", "C", "C", "C", "C", "C", "C", "C", "C", "C", "C", "C", "C", "C", "H", "H", "H", "H", "H", "H", "H", "H", "H", "H", "H", "H", "H", "H", "H"], "xyz": [[-0.50922, -0.35168, 0.00212], [-3.55806, -3.08997, -1.12572], [-2.76059, -2.37324, -2.20889], [-3.59050, -2.29842, -3.49647], [-2.12445, -0.73402, -1.63253], [-1.68444, 0.20829, -3.13690], [-0.56108, -0.52609, -3.86886], [-1.34370, 1.65976, -2.81656], [-3.47578, 0.19205, -0.82278], [-4.70115, 0.44788, -1.42104], [-5.70143, 1.12009, -0.72511], [-5.46172, 1.52342, 0.57342], [-4.22584, 1.29878, 1.18165], [-3.23034, 0.65834, 0.47256], [-1.91699, 0.33368, 1.00949], [-1.55270, 0.47451, 2.38586], [-1.79352, 1.62372, 3.12302], [-1.34162, 1.69941, 4.43655], [-0.63933, 0.65471, 5.01078], [-0.34163, -0.47489, 4.25535], [-0.77715, -0.56458, 2.94341], [-0.48900, -1.88661, 1.73003], [-1.85486, -3.08587, 2.09251], [-1.57374, -3.78444, 3.43176], [-3.22623, -2.41988, 2.15787], [1.06635, -2.87374, 1.80168], [1.67547, -3.03866, 0.41053], [2.05198, -2.36354, 2.85510], [-3.84550, -4.07535, -1.49270], [-4.47006, -2.54269, -0.88268], [-2.98763, -3.22592, -0.21350], [-1.84681, -2.94368, -2.41114], [-4.48874, -1.69687, -3.35901], [-3.92071, -3.30810, -3.74273], [-3.04370, -1.91550, -4.35340], [-2.59110, 0.19293, -3.75142], [0.33026, -0.56361, -3.24157], [-0.30913, 0.00756, -4.78566], [-0.83421, -1.54416, -4.14129], [-0.48567, 1.72165, -2.14454], [-2.18881, 2.18500, -2.37213], [-1.06859, 2.17794, -3.73689], [-4.88722, 0.11074, -2.43203], [-6.65973, 1.30606, -1.18904], [-6.23500, 2.02561, 1.13894], [-4.09487, 1.61276, 2.20394], [-2.29485, 2.47112, 2.67994], [-1.53603, 2.59564, 5.01070], [-0.30317, 0.72349, 6.03579], [0.23926, -1.27334, 4.69457], [-1.82261, -3.82980, 1.29189], [-1.57418, -3.06210, 4.25019], [-0.64081, -4.34405, 3.45571], [-2.37893, -4.49323, 3.62731], [-3.30470, -1.79856, 3.05057], [-3.98731, -3.19783, 2.23064], [-3.45921, -1.80766, 1.28979], [0.70328, -3.85777, 2.10685], [2.08415, -2.10432, 0.03873], [0.94119, -3.41115, -0.30716], [2.48238, -3.77087, 0.46790], [2.17126, -1.27895, 2.81588], [3.02848, -2.81595, 2.67840], [1.73831, -2.63603, 3.86194], [1.08417, 0.41083, -0.12472], [2.38699, 1.24246, -0.61020], [3.89109, 0.26016, -0.52308], [4.82371, 0.20523, -1.55571], [6.00533, -0.50113, -1.37506], [6.26364, -1.13143, -0.16751], [5.34975, -1.04595, 0.87631], [4.16936, -0.34637, 0.70148], [2.60062, 2.57558, 0.58028], [3.82141, 3.24511, 0.64888], [3.98114, 4.28828, 1.54516], [2.92955, 4.65555, 2.37596], [1.71837, 3.98154, 2.31495], [1.54805, 2.93914, 1.41579], [2.23320, 1.96149, -2.24762], [1.94236, 3.32123, -2.36277], [1.80361, 3.88876, -3.62001], [1.96213, 3.10682, -4.75629], [2.25109, 1.75353, -4.64136], [2.38318, 1.17667, -3.38870], [4.64887, 0.71957, -2.48992], [6.72877, -0.54606, -2.17757], [7.18904, -1.67432, -0.03038], [5.56906, -1.50822, 1.82970], [3.47011, -0.24724, 1.52266], [4.64621, 2.95064, 0.01017], [4.92576, 4.81170, 1.60070], [3.05930, 5.46878, 3.07748], [0.90537, 4.26708, 2.96923], [0.60774, 2.40355, 1.36667], [1.82943, 3.93427, -1.47844], [1.58313, 4.94358, -3.71088], [1.86924, 3.55526, -5.73640], [2.38345, 1.14889, -5.52897], [2.61779, 0.12303, -3.30149]], "e_homo_ha": -0.4931, "charge": 2}